Record 1
{
  "formula": "C47H38BrCaF7IN4O3SSb",
  "method": "wB97M-V/def2-TZVPD",
  "symbols": ["Ca", "F", "C", "F", "F", "C", "C", "C", "C", "N", "C", "S", "H", "H", "H", "F", "C", "C", "C", "C", "O", "C", "C", "N", "C", "C", "C", "C", "C", "C", "N", "C", "C", "N", "C", "C", "C", "O", "O", "H", "H", "H", "H", "H", "H", "H", "H", "H", "H", "H", "H", "H", "H", "H", "H", "H", "H", "Br", "C", "C", "C", "C", "C", "C", "I", "H", "H", "H", "H", "F", "C", "C", "C", "C", "C", "C", "Sb", "C", "C", "C", "C", "F", "C", "C", "C", "C", "C", "C", "F", "C", "C", "H", "H", "H", "H", "H", "H", "H", "H", "H", "H", "H", "H", "H"],
  "xyz": [[-1.943, 0.088, 0.938], [-3.516, 2.171, 6.018], [-2.166, 1.963, 6.027], [-1.723, 2.854, 6.987], [-1.946, 0.749, 6.611], [-1.465, 2.191, 4.714], [-0.501, 3.221, 4.631], [0.180, 3.478, 3.446], [-0.117, 2.694, 2.353], [-1.024, 1.703, 2.376], [-1.695, 1.453, 3.553], [-2.870, 0.153, 3.547], [-0.279, 3.830, 5.505], [0.919, 4.266, 3.381], [0.375, 2.840, 1.398], [4.169, 0.594, -2.202], [3.885, -0.301, -1.241], [2.591, -0.283, -0.744], [2.222, -1.178, 0.259], [0.858, -1.088, 0.833], [0.094, -0.315, 0.274], [0.560, -1.889, 2.038], [1.489, -2.798, 2.386], [2.697, -3.035, 1.746], [3.563, -4.099, 2.280], [3.059, -5.513, 2.442], [4.093, -5.210, 1.404], [3.131, -2.121, 0.749], [4.447, -2.096, 0.238], [4.869, -1.197, -0.770], [6.214, -1.164, -1.190], [6.948, -2.439, -1.337], [8.451, -2.208, -1.044], [8.814, -0.751, -1.208], [8.143, -0.127, -2.400], [6.616, -0.113, -2.164], [-0.661, -1.700, 2.950], [-0.394, -1.835, 4.187], [-1.788, -1.488, 2.424], [1.879, 0.444, -1.128], [1.327, -3.413, 3.270], [4.209, -3.730, 3.072], [2.053, -5.741, 2.105], [3.359, -6.054, 3.331], [3.775, -5.245, 0.369], [5.100, -5.562, 1.582], [5.164, -2.767, 0.697], [6.830, -2.796, -2.368], [6.597, -3.249, -0.693], [9.089, -2.788, -1.718], [8.695, -2.458, -0.007], [9.829, -0.603, -1.205], [8.422, -0.272, -0.382], [8.418, -0.727, -3.273], [8.543, 0.885, -2.516], [6.110, -0.245, -3.127], [6.367, 0.874, -1.756], [-4.237, -3.352, -4.133], [-3.998, -4.404, -2.569], [-4.330, -5.762, -2.670], [-4.186, -6.609, -1.571], [-3.710, -6.106, -0.364], [-3.377, -4.755, -0.254], [-3.519, -3.898, -1.354], [-2.983, -1.891, -1.054], [-4.704, -6.171, -3.606], [-4.446, -7.662, -1.658], [-3.597, -6.765, 0.494], [-3.007, -4.384, 0.699], [-2.169, 6.789, -5.729], [-2.174, 5.850, -4.752], [-2.367, 6.226, -3.420], [-2.370, 5.258, -2.411], [-2.185, 3.905, -2.730], [-1.983, 3.535, -4.066], [-1.979, 4.504, -5.074], [-2.178, 2.372, -1.209], [-3.985, 1.382, -1.836], [-3.976, 0.687, -3.053], [-5.123, 0.026, -3.501], [-6.289, 0.054, -2.732], [-7.403, -0.586, -3.165], [-6.303, 0.738, -1.512], [-5.154, 1.398, -1.062], [-2.888, 3.545, 0.449], [-4.063, 4.306, 0.371], [-4.479, 5.067, 1.469], [-3.722, 5.071, 2.646], [-4.123, 5.812, 3.708], [-2.550, 4.314, 2.725], [-2.135, 3.552, 1.629], [-2.513, 7.269, -3.168], [-2.512, 5.572, -1.389], [-1.826, 2.499, -4.327], [-1.824, 4.210, -6.104], [-3.078, 0.653, -3.655], [-5.106, -0.507, -4.443], [-7.205, 0.756, -0.913], [-5.180, 1.913, -0.116], [-4.649, 4.311, -0.539], [-5.386, 5.654, 1.406], [-1.960, 4.318, 3.633], [-1.224, 2.971, 1.693], [-3.911, 0.484, 1.573]],
  "fmax_ev_per_a": 5.72,
  "e_tot_ev": -194425.38310
}

Record 2
{
  "formula": "C47H38F6INO4",
  "method": "wB97M-V/def2-TZVPD",
  "symbols": ["C", "C", "O", "O", "C", "C", "C", "C", "C", "C", "C", "C", "O", "N", "I", "C", "O", "H", "H", "H", "H", "H", "H", "H", "H", "F", "C", "C", "C", "C", "C", "C", "H", "H", "H", "H", "H", "F", "C", "C", "C", "C", "C", "C", "H", "H", "H", "H", "H", "F", "C", "C", "C", "C", "C", "C", "H", "H", "H", "H", "H", "F", "C", "C", "C", "C", "C", "C", "H", "H", "H", "H", "H", "F", "C", "C", "C", "C", "C", "C", "H", "H", "H", "H", "H", "F", "C", "C", "C", "C", "C", "C", "H", "H", "H", "H", "H"],
  "xyz": [[-3.736, -4.948, 0.231], [-4.370, -5.407, 1.577], [-5.545, -5.194, 1.735], [-3.710, -6.086, 2.593], [-2.337, -5.693, 2.756], [-2.168, -4.342, 3.548], [-1.900, -4.361, 4.997], [-1.712, -3.149, 5.792], [-1.809, -1.880, 5.097], [-2.047, -1.858, 3.648], [-2.237, -3.045, 2.850], [-2.032, -0.351, 3.272], [-1.904, 0.019, 2.136], [-2.140, 0.442, 4.493], [-4.166, 0.902, 4.488], [-1.703, -0.421, 5.604], [-1.379, 0.008, 6.666], [-2.733, -5.411, 0.022], [-4.390, -5.258, -0.629], [-3.620, -3.842, 0.162], [-1.731, -5.714, 1.815], [-1.872, -6.470, 3.427], [-1.812, -5.333, 5.530], [-1.511, -3.161, 6.889], [-2.432, -2.945, 1.763], [0.126, -4.861, 0.026], [0.839, -3.714, -0.025], [2.214, -3.776, -0.153], [2.945, -2.595, -0.210], [2.293, -1.369, -0.127], [0.910, -1.324, 0.007], [0.179, -2.503, 0.053], [2.705, -4.740, -0.209], [4.022, -2.631, -0.319], [2.864, -0.445, -0.167], [0.401, -0.369, 0.077], [-0.899, -2.486, 0.148], [3.384, 1.095, -0.858], [3.750, 2.286, -0.340], [4.516, 3.149, -1.100], [4.888, 4.378, -0.569], [4.497, 4.722, 0.721], [3.731, 3.842, 1.476], [3.349, 2.618, 0.942], [4.818, 2.860, -2.099], [5.482, 5.065, -1.157], [4.792, 5.679, 1.136], [3.430, 4.110, 2.482], [2.744, 1.924, 1.512], [7.013, 6.677, -0.446], [8.151, 6.265, 0.142], [9.341, 6.345, -0.558], [10.517, 5.924, 0.051], [10.486, 5.420, 1.346], [9.282, 5.341, 2.036], [8.108, 5.771, 1.433], [9.344, 6.733, -1.569], [11.456, 5.989, -0.485], [11.404, 5.088, 1.818], [9.259, 4.944, 3.043], [7.162, 5.725, 1.958], [-3.195, -1.803, -0.376], [-3.332, -0.639, -1.048], [-3.612, -0.670, -2.402], [-3.759, 0.526, -3.092], [-3.613, 1.736, -2.423], [-3.327, 1.750, -1.062], [-3.191, 0.555, -0.367], [-3.714, -1.622, -2.907], [-3.986, 0.515, -4.151], [-3.724, 2.669, -2.963], [-3.210, 2.693, -0.542], [-2.975, 0.545, 0.698], [5.761, 4.628, -4.120], [4.607, 4.971, -4.722], [3.596, 5.543, -3.973], [2.408, 5.903, -4.593], [2.240, 5.675, -5.954], [3.262, 5.094, -6.696], [4.456, 4.744, -6.078], [3.743, 5.705, -2.912], [1.612, 6.359, -4.016], [1.310, 5.952, -6.438], [3.129, 4.914, -7.756], [5.266, 4.299, -6.641], [-8.532, -3.180, -0.977], [-9.026, -4.408, -0.737], [-8.362, -5.245, 0.142], [-8.875, -6.510, 0.394], [-10.039, -6.927, -0.244], [-10.693, -6.078, -1.129], [-10.187, -4.808, -1.373], [-7.453, -4.906, 0.624], [-8.368, -7.171, 1.086], [-10.436, -7.917, -0.050], [-11.597, -6.405, -1.628], [-10.688, -4.129, -2.053]],
  "fmax_ev_per_a": 2.43,
  "e_tot_ev": -83438.67556
}